i:
# CH3FN2O

The molecule CH3FN2O (ωB97M-V/def2-TZVPD, the OMol25 dataset).

The geometry in ORCA input format:
```
! RIJCOSX wB97M-V def2-TZVPD def2/J DEFGRID3
* xyz 0 1
N -1.39 0.43 0.06
N -0.24 -0.50 0.18
C 1.05 -0.08 0.06
O 1.46 1.03 0.03
F 1.87 -1.20 0.14
H -0.79 1.29 0.12
H -1.56 0.53 -0.95
H -0.39 -1.50 0.37
*
```

Properties
frontier orbital gap = 11.22 eV

***

ii:
# CH3FN2O

The molecule CH3FN2O (ωB97M-V/def2-TZVPD, the OMol25 dataset).

The geometry in ORCA input format:
```
! RIJCOSX wB97M-V def2-TZVPD def2/J DEFGRID3
* xyz 0 1
N 0.36 0.62 -0.14
C -1.07 0.66 -0.12
O -1.64 1.73 0.03
N -1.63 -0.58 0.11
F -2.98 -0.64 -0.06
H 0.67 -0.18 0.30
H 0.97 1.26 0.30
H -1.22 -1.39 -0.30
*
```

Properties
frontier orbital gap = 11.10 eV

***

Question: of the structures shown, which is the most stable? Reply: i.